No. 1
Computed, not measured: a cluster of 6 separate species, C5H23N2O5 in total at a distorted geometry, with ωB97M-V with the def2-TZVPD basis set.

XYZ file:
```
35
Properties=species:S:1:pos:R:3
C -0.048 2.500 3.184
C 0.158 1.432 2.109
C -0.670 1.679 0.873
C -0.439 0.800 -0.318
C -0.158 1.381 -1.495
N 0.196 0.552 -2.557
N -0.865 -0.593 -0.136
H 0.643 2.355 4.023
H -1.108 2.625 3.414
H 0.323 3.484 2.895
H 1.202 1.615 1.758
H 0.131 0.420 2.512
H -0.659 2.756 0.652
H -1.689 1.458 1.254
H -0.125 2.409 -1.842
H 0.842 0.918 -3.239
H 0.178 -0.460 -2.623
H -0.689 -0.874 0.827
H -1.867 -0.765 -0.293
H -0.486 -1.298 -0.796
H 1.154 -2.821 -0.131
H 2.484 -2.463 -0.426
O 1.668 -1.968 -0.301
H -3.072 2.224 -0.346
H -4.304 1.505 0.028
O -3.350 1.361 -0.030
H -1.019 -2.449 -3.515
H 0.285 -2.746 -2.886
O -0.473 -2.166 -2.767
H 3.599 0.667 -0.201
H 2.142 0.239 0.119
O 3.020 0.333 0.495
H 1.344 -4.827 0.606
H 0.917 -4.873 -0.836
O 0.737 -4.407 -0.014
```

Summary:
* ΔE to the lowest compared entry with this formula, charge and spin: 225.5 kJ/mol
* HOMO energy: -0.4199 hartree
* total charge: +1
* E_LUMO: -0.1087 Ha

No. 2
Computed, not measured: a cluster of 6 separate species, C5H23N2O6 in total at a distorted geometry, with ωB97M-V with the def2-TZVPD basis set.

XYZ file:
```
36
Properties=species:S:1:pos:R:3
C -1.440 -2.158 -0.352
O -2.151 -1.173 0.357
C 0.119 -2.095 -0.241
C 0.496 -2.074 1.161
C 1.986 -1.919 1.730
C 3.281 0.186 1.628
N 2.292 -0.510 1.209
N 0.777 -0.913 -1.077
H -1.792 -1.869 -1.437
H -1.950 -2.953 0.017
H -2.591 -1.484 1.228
H 0.596 -2.961 -0.681
H -0.090 -1.278 1.711
H 0.164 -3.019 1.492
H 1.856 -1.924 2.869
H 2.822 -2.563 1.379
H 3.429 1.185 1.291
H 4.082 -0.203 2.267
H 0.169 -0.094 -1.041
H 1.637 -0.630 -0.714
H 0.991 -1.163 -1.980
H 1.409 1.805 0.273
H 0.883 2.893 0.658
O 1.625 2.726 0.194
H -3.060 0.684 0.060
H -4.205 1.246 0.477
O -3.601 1.357 -0.333
H -0.093 1.197 -2.771
H 0.979 2.197 -2.059
O 0.722 1.215 -2.050
H -0.977 2.956 0.698
H -1.172 4.456 0.701
O -0.634 3.794 1.046
H -2.251 1.288 -1.756
H -2.432 0.760 -3.357
O -1.879 1.036 -2.595
```

Summary:
* ΔE to the lowest compared entry with this formula, charge and spin: 578.4 kJ/mol
* HOMO energy: -0.4903 hartree
* total charge: +1
* E_LUMO: -0.1033 Ha

No. 3
Computed, not measured: a cluster of 7 separate species, C5H23NO6 in total at a distorted geometry, with ωB97M-V with the def2-TZVPD basis set.

XYZ file:
```
35
Properties=species:S:1:pos:R:3
C -1.207 0.973 1.590
C -0.952 0.525 0.111
C -1.066 1.425 -0.860
C -0.297 1.330 -2.158
C -0.566 0.144 -3.044
N 0.605 -0.104 -3.905
H -0.251 1.120 2.080
H -1.959 0.295 2.006
H -1.630 2.015 1.578
H -0.115 -0.198 0.011
H -1.725 2.260 -0.678
H -0.575 2.310 -2.559
H 0.837 1.292 -1.962
H -1.540 0.210 -3.581
H -0.722 -0.833 -2.615
H 0.988 0.698 -4.319
H 1.341 -0.630 -3.455
O 0.567 -0.509 4.071
H 1.114 -0.890 3.361
H 0.277 0.312 3.661
O -1.088 -1.982 2.671
H -0.541 -1.892 3.469
H -0.593 -1.923 1.860
O 2.489 -1.280 2.087
H 3.377 -1.010 1.849
H 2.207 -2.134 1.730
O 2.971 2.264 -1.661
H 3.201 2.716 -0.850
H 2.564 2.978 -2.153
O -3.488 -1.345 1.010
H -3.055 -1.622 1.839
H -3.602 -0.406 1.135
O 0.700 -2.369 -0.568
H 1.263 -2.295 -1.354
H 0.470 -1.444 -0.397
```

Summary:
* ΔE to the lowest compared entry with this formula, charge and spin: 265.3 kJ/mol
* HOMO energy: -0.3343 hartree
* total charge: 0
* SMILES: C/C=C/CCN.O.O.O.O.O.O
* E_LUMO: 0.0031 Ha

No. 4
Computed, not measured: a cluster of 7 separate species, C5H23NO8 in total at a distorted geometry, with ωB97M-V with the def2-TZVPD basis set.

XYZ file:
```
37
Properties=species:S:1:pos:R:3
C -0.815 1.043 1.584
N -0.026 0.349 0.552
C 0.468 1.172 -0.588
C 0.096 2.650 -0.618
O 0.400 3.429 0.259
C 1.974 0.841 -0.795
C 2.317 -0.636 -0.768
O 1.492 -1.343 -1.668
H -1.459 1.855 1.192
H -1.392 0.275 2.119
H -0.148 1.635 2.226
H 0.847 0.066 1.064
H 0.180 0.802 -1.570
H -0.394 3.052 -1.488
H 2.240 1.202 -1.793
H 2.500 1.529 -0.170
H 2.117 -1.052 0.227
H 3.409 -0.645 -0.952
H 1.141 -2.119 -1.220
O 1.987 1.318 2.012
H 2.287 2.232 2.166
H 2.288 0.843 2.798
O -3.546 -0.687 0.363
H -2.800 -0.555 0.951
H -3.508 -0.075 -0.378
O -1.113 -2.798 -0.003
H -2.056 -2.985 0.060
H -0.976 -1.835 0.036
O 0.944 -2.171 2.600
H 1.137 -2.806 3.302
H 0.713 -2.677 1.812
O -1.157 -1.340 -2.476
H -0.273 -1.445 -2.074
H -1.581 -2.122 -2.102
O -2.592 1.160 -1.918
H -1.890 0.500 -1.908
H -2.812 1.339 -2.834
```

Summary:
* ΔE to the lowest compared entry with this formula, charge and spin: 303.7 kJ/mol
* HOMO energy: -0.3272 hartree
* total charge: 0
* SMILES: CN[C@@H](C=O)CCO.O.O.O.O.O.O
* E_LUMO: 0.0088 Ha

No. 5
Computed, not measured: a cluster of 8 separate species, C5H24BrN6O8 in total at a distorted geometry, with ωB97M-V with the def2-TZVPD basis set.

XYZ file:
```
44
Properties=species:S:1:pos:R:3
Br 22.033 -13.137 -10.375
C 22.514 -16.964 -8.794
O 21.507 -17.167 -9.428
N 23.192 -15.859 -8.652
N 23.189 -17.864 -8.172
H 22.828 -15.075 -9.174
H 23.846 -15.807 -7.884
H 22.811 -18.787 -8.009
H 24.141 -17.650 -7.911
C 21.547 -15.140 -13.816
O 21.466 -15.800 -14.815
N 20.879 -15.418 -12.730
N 22.370 -14.132 -13.713
H 20.893 -14.773 -11.953
H 20.010 -15.925 -12.823
H 23.083 -13.895 -14.387
H 22.432 -13.820 -12.754
C 21.709 -9.476 -12.443
O 21.884 -8.417 -12.965
N 21.460 -10.605 -13.068
N 21.561 -9.717 -11.157
H 21.566 -10.521 -14.069
H 21.750 -11.443 -12.585
H 21.698 -8.924 -10.547
H 21.502 -10.684 -10.872
C 18.465 -10.506 -7.238
C 19.543 -10.528 -8.302
O 19.169 -11.497 -9.269
O 17.307 -9.932 -7.749
H 18.763 -9.841 -6.429
H 18.344 -11.528 -6.877
H 20.475 -10.749 -7.782
H 19.717 -9.578 -8.807
H 19.951 -12.018 -9.464
H 17.055 -10.468 -8.505
O 23.875 -11.936 -7.457
H 23.422 -12.171 -8.267
H 23.315 -12.278 -6.760
O 19.844 -15.062 -8.166
H 20.069 -14.254 -8.626
H 20.286 -15.751 -8.661
O 24.661 -15.068 -11.467
H 24.604 -15.079 -12.423
H 23.782 -14.825 -11.177
```

Summary:
* ΔE to the lowest compared entry with this formula, charge and spin: 127.8 kJ/mol
* HOMO energy: -0.2579 hartree
* total charge: -1
* E_LUMO: 0.0962 Ha

No. 6
Computed, not measured: a cluster of 7 separate species, C5H24N2O6 in total at a distorted geometry, with ωB97M-V with the def2-TZVPD basis set.

XYZ file:
```
37
Properties=species:S:1:pos:R:3
C -3.865 1.995 0.768
C -2.428 1.874 0.394
C -1.827 2.295 -0.776
N -2.322 2.723 -2.024
C -1.573 1.181 1.463
C -0.149 0.782 1.017
N 0.326 -0.500 1.774
H -4.147 2.993 0.251
H -4.077 1.927 1.811
H -4.478 1.312 0.203
H -0.856 2.392 -0.694
H -3.210 2.757 -2.464
H -1.562 3.136 -2.517
H -2.037 0.151 1.711
H -1.693 1.650 2.503
H 0.107 0.653 0.024
H 0.580 1.445 1.414
H 0.360 -0.445 2.788
H 0.043 -1.448 1.515
O -1.603 -4.232 0.340
H -0.673 -3.808 0.390
H -1.530 -4.445 -0.573
O 2.825 -0.082 0.025
H 3.228 -0.977 0.141
H 2.136 -0.067 0.683
O 2.487 -0.587 -2.514
H 2.078 -0.688 -1.761
H 3.464 -0.330 -2.507
O 0.964 -2.630 -0.050
H 0.279 -1.993 -0.428
H 1.479 -3.132 -0.748
O 2.483 2.757 2.236
H 2.713 3.470 1.631
H 1.542 2.549 2.140
O 2.237 -3.424 -2.071
H 1.616 -3.216 -2.920
H 2.528 -2.626 -1.749
```

Summary:
* ΔE to the lowest compared entry with this formula, charge and spin: 444.3 kJ/mol
* HOMO energy: -0.2815 hartree
* total charge: 0
* SMILES: C/C(=C\N)CCN.O.O.O.O.O.O
* E_LUMO: 0.0077 Ha

No. 7
Computed, not measured: a cluster of 7 separate species, C5H24NO7 in total at a distorted geometry, with ωB97M-V with the def2-TZVPD basis set.

XYZ file:
```
37
Properties=species:S:1:pos:R:3
C 0.839 -1.785 2.795
N 0.055 -0.632 2.226
C -1.223 -1.018 1.507
C -1.661 0.402 1.028
C -2.983 1.014 1.642
O -4.142 0.699 0.626
C -1.170 -2.099 0.511
H 1.234 -2.436 1.949
H 0.175 -2.152 3.644
H 1.737 -1.180 3.003
H 0.711 -0.221 1.520
H -1.974 -1.190 2.320
H -0.853 1.060 0.979
H -1.905 0.415 -0.124
H -3.198 0.511 2.569
H -2.770 2.203 1.721
H -3.771 -0.147 0.210
H -1.976 -2.167 -0.274
H -0.232 -1.953 -0.070
H 0.358 -2.116 -2.693
H -0.919 -2.857 -2.594
O -0.039 -2.935 -2.782
H 2.494 0.901 -2.795
H 1.350 1.083 -3.807
O 2.134 1.546 -3.519
H -1.159 -3.155 0.734
H 1.713 -1.050 -2.783
O 0.909 -0.731 -2.501
H 1.343 2.942 0.536
H 1.028 1.821 1.258
O 0.703 2.668 1.094
H 2.582 1.577 -0.079
H 3.614 2.208 -1.135
O 3.140 2.397 -0.297
H 1.232 -0.526 -1.478
H 0.908 0.691 -0.425
O 1.680 0.240 -0.454
```

Summary:
* ΔE to the lowest compared entry with this formula, charge and spin: 459.2 kJ/mol
* HOMO energy: -0.2209 hartree
* total charge: -1
* E_LUMO: 0.1177 Ha